1.
The following is a quantum chemistry calculation of an isolated molecule of C2H5N3O, from OMol25.

As for the energy above the lowest of the compared OMol25 structures with the same formula, charge and spin: 30.7 kcal per mole. The calculation puts the orbital gap at 0.347 Eh. The value obtained for the total energy is -318.7016 Ha.

XYZ file:
```
11
Properties=species:S:1:pos:R:3:forces:R:3:lowdin_charge:R:1
N -2.153 -0.013 0.261 -0.04 0.10 -0.08 0.140
C -1.052 -0.594 -0.340 -0.10 -0.27 -0.19 -0.603
O -1.098 -1.616 -0.980 -0.06 0.48 0.30 0.067
N 0.138 0.110 -0.054 0.12 -0.22 -0.11 0.020
C 1.320 -0.336 -0.553 0.09 0.24 0.41 -0.153
N 2.358 0.284 0.008 0.05 -0.28 0.05 0.033
H -3.028 -0.425 -0.025 0.09 0.04 0.01 0.103
H -2.164 0.993 0.347 -0.01 -0.13 0.02 0.091
H 0.095 0.791 0.709 -0.05 -0.12 -0.14 0.131
H 3.257 -0.129 -0.168 0.07 0.26 -0.12 0.078
H 2.326 0.935 0.795 -0.15 -0.10 -0.15 0.094
```
Positions in Å, forces in eV/Å.

2.
The following is a quantum chemistry calculation of a cluster of 2 separate species, C2H5N3O in total at a distorted geometry, from OMol25.

As for the energy above the lowest of the compared OMol25 structures with the same formula, charge and spin: 155.5 kcal per mole. The calculation puts the orbital gap at 0.352 Eh. The value obtained for the total energy is -318.5027 Ha.

XYZ file:
```
11
Properties=species:S:1:pos:R:3:forces:R:3:lowdin_charge:R:1
C 0.416 0.800 0.836 -2.16 5.27 -0.72 -0.163
C -0.357 -1.322 -0.260 0.69 -0.85 0.30 -0.269
H 0.888 0.696 -2.065 0.21 -0.38 0.50 0.108
H 1.189 0.331 1.974 -3.02 1.86 -3.90 0.225
H -0.642 2.357 -0.372 1.50 -1.84 2.93 0.081
H -0.435 -1.682 -1.273 -0.33 -0.10 -0.39 0.107
H -0.621 -1.803 1.650 0.29 0.19 -0.55 0.040
N 0.350 -0.088 -0.307 0.27 1.39 0.65 -0.165
N -0.208 2.123 0.647 2.97 -5.38 0.69 0.004
N -0.675 -2.138 0.679 0.05 1.51 -0.50 0.095
O 0.096 0.726 -1.509 -0.48 -1.66 0.99 -0.063
```
Positions in Å, forces in eV/Å.

| no. | highest occupied orbital energy (hartree) |
| --- | --- |
| 1 | -0.3193 |
| 2 | -0.3497 |